Formula: C5H7N
Source: the Open Molecules 2025 dataset
Level of theory: the ωB97M-V functional and the def2-TZVPD basis

CARTESIAN COORDINATES (ANGSTROEM)
C 0.86 2.37 -0.14
C -0.04 1.44 -0.30
N -0.88 0.67 -0.70
C -0.56 -0.60 -0.34
C -1.09 -1.68 -0.92
C 0.32 -0.80 0.98
H 1.40 2.46 0.79
H 0.97 3.14 -0.90
H -0.81 -2.69 -0.62
H -1.79 -1.57 -1.75
H 1.04 -0.04 1.29
H 0.93 -1.70 0.80
H -0.36 -1.00 1.81

Properties
energy relative to the best compared isomer or geometry (same formula, charge and spin): 301.9 kJ/mol
F_max: 3.90 eV/A
SMILES string: C=C=NC(=C)C
charge: 0

---

Formula: C5H7N
Source: the Open Molecules 2025 dataset
Level of theory: the ωB97M-V functional and the def2-TZVPD basis

CARTESIAN COORDINATES (ANGSTROEM)
C -1.28 -1.30 -0.09
C -0.35 -0.75 -0.86
C 1.01 -0.36 -0.35
C 0.94 0.95 0.43
C -0.32 1.51 0.84
N 0.17 2.11 -0.15
H -2.29 -1.49 -0.43
H -1.06 -1.56 0.95
H -0.60 -0.45 -1.88
H 1.40 -1.15 0.31
H 1.74 -0.27 -1.17
H 1.85 1.22 0.96
H -1.21 1.53 1.45

Properties
energy relative to the best compared isomer or geometry (same formula, charge and spin): 270.0 kJ/mol
F_max: 0.49 eV/A
SMILES string: C=CC[C@@H]1C=N1
charge: 0

---

Formula: C5H7N
Source: the Open Molecules 2025 dataset
Level of theory: the ωB97M-V functional and the def2-TZVPD basis

CARTESIAN COORDINATES (ANGSTROEM)
C 1.34 -0.23 0.62
C 0.56 -0.67 -0.67
C 0.72 0.78 -0.26
C -0.79 0.81 0.06
N -1.15 -0.42 0.82
C -1.03 -0.48 -0.61
H 2.42 -0.31 0.51
H 1.01 -0.33 1.65
H 1.10 -1.30 -1.36
H 1.24 1.53 -0.84
H -1.43 1.67 0.17
H -2.09 -0.43 1.18
H -1.91 -0.61 -1.26

Properties
energy relative to the best compared isomer or geometry (same formula, charge and spin): 415.4 kJ/mol
F_max: 1.27 eV/A
SMILES string: C1[C@@H]2[C@H]1[C@@H]1N[C@H]21
charge: 0